# 1
Below is the ion C11H23O with charge +1, with properties calculated with wB97M-V/def2-TZVPD.

## Properties
Calculated total energy   -507.77357 Eh
Spin multiplicity   1
Total charge   +1
LUMO energy (alpha / beta)   -0.113 / -0.127 hartree
Highest occupied orbital energy (alpha / beta)   -12.07 / -11.81 eV

CARTESIAN COORDINATES (ANGSTROEM)
O 0.229 -0.679 -0.088
C -2.391 1.032 0.500
C 1.594 -1.175 -0.339
C -2.817 -0.338 0.158
C -0.749 -1.429 -0.896
C 0.318 0.306 2.524
C 0.667 1.229 1.356
C 0.133 0.766 0.031
C 1.787 -2.574 0.216
C 1.792 2.119 -1.389
C 0.358 1.599 -1.196
C -2.122 -0.810 -1.123
H -0.881 -2.360 -0.338
H 0.975 -0.560 2.548
H 2.258 -0.482 0.177
H -2.069 0.024 -1.823
H -0.299 -1.647 -1.869
H 0.056 1.044 -2.086
H -0.283 2.480 -1.126
H 2.850 -2.803 0.203
H -2.626 -1.029 0.979
H -3.900 -0.334 -0.021
H -2.343 1.353 1.525
H 0.259 2.226 1.532
H 1.807 2.775 -2.254
H 1.758 1.345 1.325
H 2.108 2.703 -0.530
H -0.710 -0.038 2.459
H 2.504 1.316 -1.557
H 1.805 -1.135 -1.412
H 0.439 0.836 3.464
H -2.517 1.806 -0.238
H 1.275 -3.333 -0.368
H 1.445 -2.628 1.246
H -2.710 -1.604 -1.590

=====

# 2
Below is a structure of composition C14H40Cd2N2O8, with properties calculated with wB97M-V/def2-TZVPD.

## Properties
Calculated total energy   -1603.65303 Eh
Spin multiplicity   1
Total charge   +2
LUMO energy   -0.277 hartree
Highest occupied orbital energy   -12.58 eV

CARTESIAN COORDINATES (ANGSTROEM)
Cd 1.658 0.988 -2.847
Cd 1.254 3.977 -1.473
O 2.736 2.822 -2.560
O -1.741 -3.580 3.477
O -0.476 -2.992 -4.839
O 2.452 -0.255 -1.161
O -0.657 1.829 4.734
O -0.522 5.082 -1.231
O -2.900 5.046 0.048
O 0.216 2.066 -1.613
N 0.534 -0.977 -3.111
N 0.708 -0.872 3.658
C 0.041 -2.089 3.293
C 3.042 0.180 0.048
C -1.374 -2.258 3.818
C -0.824 1.642 -0.752
C -2.932 -3.986 4.113
C -0.562 -2.521 -6.169
C 0.777 -1.889 -1.956
C -0.854 -0.961 -3.573
C 3.871 3.331 -3.278
C -0.412 1.014 5.856
C -0.793 1.196 3.498
C 2.103 -1.640 -1.221
C 0.361 0.328 2.969
C -1.357 -2.358 -3.933
H -1.372 -2.993 -3.047
H -1.325 4.790 -0.742
H 3.517 1.148 -0.146
H 1.650 -0.981 3.982
H -1.293 2.499 -0.256
H -1.340 -2.193 4.912
H -0.028 -1.710 -1.243
H -1.564 1.056 -1.299
H 0.561 0.523 5.815
H 2.372 0.289 0.901
H -2.369 -2.312 -4.347
H 2.037 -2.096 -0.234
H 3.617 3.584 -4.311
H -3.122 4.241 0.528
H -3.791 -3.376 3.801
H -1.530 -0.500 -2.851
H -0.825 5.785 -1.818
H 0.016 -2.212 2.186
H -0.918 1.999 2.758
H 4.265 4.236 -2.816
H -0.423 1.663 6.727
H 0.623 -2.952 3.618
H -0.969 -0.312 -4.445
H 1.095 -1.339 -3.886
H 0.798 -2.926 -2.286
H -0.445 -1.430 -6.235
H 1.234 0.996 2.988
H -1.178 0.235 5.951
H -0.473 1.006 0.071
H 3.928 -0.393 0.343
H -1.555 -2.719 -6.592
H -1.745 0.638 3.442
H 2.924 -2.148 -1.741
H 0.112 0.102 1.913
H -2.847 -3.947 5.203
H 0.201 -3.034 -6.742
H -3.635 5.644 0.221
H -3.142 -5.009 3.807
H -2.071 -1.551 3.360
H 4.659 2.578 -3.288

=====

# 3
Below is the molecule C15H18N4O4, with properties calculated with wB97M-V/def2-TZVPD.

## Properties
Calculated total energy   -1102.47661 Eh
Spin multiplicity   1
Total charge   0
LUMO energy   0.022 hartree
Highest occupied orbital energy   -7.62 eV

CARTESIAN COORDINATES (ANGSTROEM)
O -2.919 -1.683 -1.253
O -1.825 2.692 1.001
O -1.987 -0.790 2.054
O -4.136 -1.415 1.856
N 0.568 3.264 -0.309
N 4.374 1.059 -0.747
N -2.086 0.742 -0.133
N -5.049 -1.777 -2.018
C 3.187 1.679 -0.440
C 3.052 -0.450 0.260
C 2.336 0.800 0.186
C 4.314 -0.268 -0.331
C 4.920 -2.525 0.075
C -1.373 1.823 0.272
C 0.945 1.045 0.696
C 3.657 -2.741 0.673
C 5.260 -1.292 -0.431
C 0.066 1.889 -0.247
C -3.341 0.409 0.490
C -4.051 -1.217 -1.278
C -3.224 -0.705 1.521
C 2.730 -1.725 0.770
C -4.421 0.044 -0.528
H 0.450 0.102 0.888
H 0.985 1.576 1.654
H 6.222 -1.119 -0.895
H 5.155 1.463 -1.222
H -6.012 -1.512 -1.891
H 1.761 -1.925 1.241
H -2.025 -1.532 2.713
H 0.117 1.461 -1.256
H 0.072 3.768 -1.035
H -4.543 0.873 -1.238
H 5.641 -3.317 0.018
H 0.269 3.716 0.538
H -3.640 1.325 1.048
H 3.002 2.735 -0.668
H -1.672 0.002 -0.666
H -5.331 -0.091 0.002
H -4.850 -2.658 -2.457
H 3.403 -3.726 1.089

=====

# 4
Below is the molecule C10H20N2O4, with properties calculated with wB97M-V/def2-TZVPD.

## Properties
Calculated total energy   -803.52881 Eh
Spin multiplicity   1
Total charge   0
LUMO energy   0.012 hartree
Highest occupied orbital energy   -9.91 eV

CARTESIAN COORDINATES (ANGSTROEM)
O -3.651 1.820 -0.085
O -0.095 -1.720 -1.341
O -1.665 2.393 -0.853
O -3.908 -1.319 -0.204
N -0.539 0.077 -0.022
N 2.412 -2.253 0.026
C 3.904 2.165 0.450
C -2.744 -0.963 0.523
C 3.649 0.661 0.541
C 4.935 -0.138 0.151
C 0.272 -0.952 -0.474
C -3.176 -0.449 1.877
C 1.664 -1.015 0.165
C -2.532 1.514 -0.351
C 2.499 0.177 -0.366
C -1.995 0.079 -0.335
H -3.912 0.299 1.784
H -2.124 -0.340 -1.317
H 5.731 0.044 0.848
H 5.270 0.119 -0.868
H -2.144 -1.891 0.674
H 3.908 2.431 -0.641
H 1.486 -0.917 1.242
H -0.266 0.436 0.900
H 3.313 0.432 1.565
H 2.387 -2.517 -0.945
H -0.799 2.027 -0.900
H 4.866 2.513 0.868
H 4.709 -1.178 0.148
H -2.291 -0.061 2.392
H 1.917 -2.955 0.526
H 2.901 0.009 -1.412
H 1.800 1.036 -0.394
H 3.079 2.747 0.917
H -3.593 -1.266 2.458
H -3.657 -1.613 -1.094

=====

It is found that the F_max values, taken in the order of the records, are 2.996 1.930 1.114 1.916 eV Å⁻¹.
It is found that the relative energy (zero: lowest compared OMol25 entry of this formula, charge and spin) values, taken in the order of the records, are 2.1344 0.0000 0.0797 1.2919 eV.